19
Properties=species:S:1:pos:R:3:forces:R:3:nbo_charge:R:1 method="wB97M-V/def2-TZVPD" smiles=CCSS.O.O.O de_lowest_kcal_mol=25.0
S 1.6405 -2.6924 1.9611 -0.6 0.6 0.2 0.09
H -0.3134 -1.0441 1.3718 -0.2 -0.3 0.2 0.13
H 2.7381 -0.1599 -0.6383 -0.3 0.2 -0.2 0.22
S -0.3774 -2.3926 1.4367 0.8 0.2 -0.2 -0.15
H 3.6002 -1.8588 1.0845 0.2 -0.6 -0.3 0.23
H 2.9866 5.3509 -0.4288 1.0 0.2 -0.7 0.47
C 2.5983 -1.8560 0.6575 -0.5 0.5 -0.1 -0.53
H -3.8397 -0.2450 0.9272 0.3 0.4 -0.6 0.47
H 2.4109 4.4301 0.6200 -0.2 0.4 -0.2 0.47
H 2.8552 0.2311 1.0801 -0.1 0.2 0.0 0.21
O 2.2052 5.2053 0.0731 -0.8 -0.6 0.9 -0.93
H 1.2622 -0.1326 0.4392 -0.1 0.2 -0.5 0.21
H -4.4325 -1.2905 -3.1190 -0.6 -0.5 0.0 0.47
H -3.8168 1.1403 1.3986 -0.1 0.8 0.4 0.46
H -5.4524 -0.9044 -4.1266 -0.4 -0.1 -0.2 0.46
O -5.2939 -1.5935 -3.4736 1.0 0.6 0.2 -0.93
O -3.5694 0.6451 0.6260 -0.2 -1.2 0.2 -0.93
C 2.3175 -0.3625 0.3410 0.3 -1.0 1.0 -0.61
H 2.4809 -2.4702 -0.2304 0.4 0.0 -0.1 0.22

---

35
Properties=species:S:1:pos:R:3:forces:R:3:nbo_charge:R:1 method="wB97M-V/def2-TZVPD" smiles="N=P(O)(O)[Si@@H](Cl)I.CCCC#N.CCCC#N"
C -6.2370 -2.3549 1.4503 0.0 -0.1 -0.1 -0.38
N 2.0284 1.8855 2.3320 0.0 0.0 0.0 -0.35
H -1.8111 1.5272 0.0584 0.0 0.0 0.0 0.22
Cl 5.0238 -0.4908 -3.8138 0.0 -0.1 -0.1 -0.37
H 5.2706 2.2621 -3.0475 0.0 0.0 0.0 -0.15
I 4.0391 0.8231 -0.4802 0.1 -0.1 0.0 -0.11
H -1.4820 1.9783 1.7226 0.0 0.0 0.0 0.20
C 0.2424 2.0181 0.4326 -0.1 0.0 0.0 -0.52
C -6.7127 -2.7754 0.0656 0.0 0.0 0.0 -0.61
Si 5.4641 0.9482 -2.4102 0.0 0.3 -0.1 0.66
H -5.9188 -2.6678 -0.6746 0.0 0.0 0.0 0.22
H 8.2404 0.0807 0.1824 0.0 0.2 0.2 0.40
H 7.8854 -0.8262 -3.3618 0.1 -0.1 0.1 0.51
H -7.0241 -3.8196 0.0677 0.0 0.0 0.0 0.22
H -5.5116 -0.6094 2.5246 0.0 0.0 0.0 0.25
C -0.9831 -0.0602 1.2384 0.2 0.0 0.2 -0.61
C -5.8276 -0.8782 1.5155 0.0 -0.1 0.0 -0.51
C -1.0952 1.4115 0.8728 -0.1 -0.1 0.0 -0.38
H 8.6437 2.5340 -2.0360 0.1 -0.1 -0.2 0.52
H -5.3914 -2.9740 1.7549 0.0 0.0 0.0 0.21
N -3.8467 -0.3746 -0.1072 -0.1 0.0 -0.1 -0.35
H 0.6320 1.4868 -0.4389 0.0 0.0 0.0 0.25
O 8.4190 1.8254 -2.6623 -0.1 0.2 0.0 -1.00
H -7.5629 -2.1722 -0.2586 0.0 0.0 0.0 0.20
H -1.9540 -0.4617 1.5149 0.0 0.0 0.0 0.22
H -6.6700 -0.2365 1.2495 0.0 0.0 0.0 0.24
H -0.3072 -0.2082 2.0837 0.0 0.0 0.0 0.21
O 8.1530 -0.6900 -2.4394 -0.1 0.0 -0.4 -0.98
H 0.1215 3.0662 0.1543 0.0 0.0 0.0 0.25
C 1.2499 1.9493 1.4900 0.0 0.0 0.0 0.30
P 7.6454 0.6943 -1.8219 -0.2 -0.1 0.8 1.87
H -7.0311 -2.5187 2.1804 0.0 0.0 0.0 0.21
H -0.6087 -0.6455 0.3966 0.0 0.0 0.0 0.21
C -4.7241 -0.5805 0.6039 0.1 0.0 0.0 0.30
N 7.8101 0.8624 -0.2989 0.2 -0.4 -0.3 -1.36

---

11
Properties=species:S:1:pos:R:3:forces:R:3:nbo_charge:R:1 method="wB97M-V/def2-TZVPD" smiles="[H]/N=C/NOC(=S)C#N" de_lowest_kcal_mol=102.1
N -0.1148 -0.7082 0.0340 -2.3 -3.0 0.9 -0.33
H -1.5126 -0.2056 -1.5056 0.6 0.5 0.3 0.16
H -2.7745 -1.9477 -1.4307 1.8 0.2 2.2 0.36
S 2.2525 -0.1402 1.5382 0.8 -1.4 1.0 0.10
O 0.2683 0.5916 -0.0109 -0.9 1.3 -0.6 -0.30
C -1.3079 -0.9221 -0.7069 0.2 1.1 -1.9 0.24
H -0.3200 -1.0255 1.0105 0.8 0.4 -0.7 0.39
N -2.0307 -1.9369 -0.6258 -1.7 -1.1 -0.9 -0.65
C 1.3695 0.8035 0.6453 1.2 3.0 -0.3 0.06
N 2.3555 3.2667 0.5537 -1.6 -2.7 -0.3 -0.24
C 1.8147 2.2245 0.4983 1.2 1.7 0.3 0.20

---

12
Properties=species:S:1:pos:R:3:forces:R:3:nbo_charge:R:1 method="wB97M-V/def2-TZVPD" smiles="O=C1CCC=C1F" de_lowest_kcal_mol=11.3
H -1.1444 1.8464 -0.5066 1.1 -1.7 0.7 0.26
C -1.0535 -0.4443 -0.1361 -1.1 -2.5 0.5 -0.44
H -1.6143 -0.7494 -1.1050 1.0 0.9 1.5 0.23
F 2.6385 -0.7378 0.0117 -1.5 0.0 -0.2 -0.30
C 1.3058 -0.4655 -0.0823 1.1 -0.7 0.6 0.27
H -0.7252 1.3256 1.2208 0.0 -0.9 -2.4 0.25
O 1.6101 1.8433 -0.1044 1.5 2.0 -0.2 -0.51
C -0.6167 0.9861 0.0711 -1.4 2.2 1.6 -0.52
C 0.8724 0.9217 -0.0898 -0.4 0.3 0.0 0.49
H -1.6612 -0.9028 0.7113 0.2 1.0 -1.0 0.22
H 0.1387 -2.3740 0.0184 0.6 1.5 0.1 0.23
C 0.2497 -1.2493 -0.0091 -1.1 -2.0 -1.0 -0.18

---

12
Properties=species:S:1:pos:R:3:forces:R:3:nbo_charge:R:1 method="wB97M-V/def2-TZVPD" smiles="O=C1C[C@H](C(=O)O)O1" de_lowest_kcal_mol=55.0
O -1.8587 -1.0886 -1.0652 -0.9 1.7 0.4 -0.54
C -1.5044 -0.2503 -0.2726 0.0 -0.8 1.0 0.76
H -1.5822 1.5180 0.7194 -0.1 -1.4 -0.9 0.53
H 1.8263 -1.3225 -0.1264 -0.1 -0.6 0.0 0.25
C 1.0450 -0.6578 -0.4753 1.3 -0.3 -2.7 -0.53
C 1.3784 0.7060 0.0366 -1.8 2.3 1.1 0.77
O 0.2576 0.7514 0.8287 0.2 1.4 2.3 -0.54
H -0.3689 -1.1515 1.4600 0.2 0.7 -2.1 0.23
H 1.1812 -0.6278 -1.7399 -1.3 -0.5 3.6 0.28
O 1.9896 1.7184 -0.0186 1.7 -0.7 -1.1 -0.52
O -2.1149 0.9001 0.1490 -0.7 -0.4 -1.0 -0.69
C -0.2489 -0.4955 0.5041 1.3 -1.5 -0.8 -0.01

---

41
Properties=species:S:1:pos:R:3:forces:R:3:nbo_charge:R:1 method="wB97M-V/def2-TZVPD" total_charge=+1
H -2.9831 0.9403 -2.8601 0.3 0.2 0.4 0.24
P 2.3904 -0.4453 -0.3893 0.8 0.8 -0.8 0.70
Mg 0.0679 0.4189 0.2009 -0.4 0.5 -1.6 1.55
C 0.5236 2.4077 -4.2937 -1.0 0.1 0.0 -0.12
H 3.0189 1.8604 -0.8531 -0.1 -0.2 -0.1 0.25
C -0.8654 1.3324 -2.6247 -0.9 -0.6 0.8 0.23
H -2.0693 -1.2316 -3.6568 0.3 -0.6 0.2 0.50
H -3.7252 -1.1927 0.6872 -0.1 -0.1 -0.3 0.24
I -0.1127 -1.0444 2.8337 0.0 -0.1 -1.5 0.04
C 2.6992 1.0200 -1.4920 -0.2 0.4 0.2 -0.74
N 0.2512 1.1609 -1.8156 0.1 -0.4 0.4 -0.77
H 3.7250 -1.2623 1.4045 0.1 0.2 0.1 0.25
O -0.5956 -3.3713 -1.7545 0.0 0.3 -0.3 -0.98
H 0.6422 2.9823 -5.2072 -0.1 -0.2 0.0 0.23
H 2.8187 -2.7201 -0.9736 0.1 0.0 -0.3 0.25
H 3.9458 -1.6446 -1.8414 -0.2 0.1 0.2 0.25
H -0.0858 -1.2805 1.1269 -0.2 -0.8 2.0 -0.01
C 2.9070 -1.7717 -1.5149 -0.4 -0.6 0.1 -0.93
H -3.2698 1.5905 1.4264 -0.1 0.2 -0.2 0.23
C -3.1699 1.8259 0.3558 -0.1 -0.3 0.3 -0.94
C -3.5289 -0.9870 -0.3743 0.2 -0.1 0.3 -0.94
H -1.6116 2.1454 -4.4779 0.2 0.0 0.0 0.23
C 1.6396 2.1335 -3.5093 1.1 -1.0 1.3 -0.34
H -0.8910 -3.1011 -2.6599 0.1 -0.1 0.8 0.51
C -2.1291 0.8630 -2.1757 0.6 -0.1 0.1 -0.86
H -4.1617 2.0309 -0.0717 0.3 -0.1 0.1 0.25
C 1.4738 1.4351 -2.3088 0.4 1.0 -1.1 0.24
H 3.6175 0.5191 1.4452 0.1 -0.2 0.0 0.25
P -2.3482 0.3963 -0.4703 -0.3 0.7 -1.1 0.70
H 0.3649 -3.3682 -1.7749 0.0 -0.2 -0.1 0.45
H -4.4779 -0.7581 -0.8757 0.3 0.0 0.1 0.25
H 3.5463 0.7923 -2.1604 -0.3 0.1 0.2 0.26
H 2.2486 -1.7911 -2.3912 0.1 0.0 0.2 0.26
C -0.7163 1.9673 -3.8898 0.6 0.3 -0.2 -0.28
H -3.0602 -1.8686 -0.8318 -0.2 0.2 0.1 0.27
H 4.7361 -0.2915 0.3054 -0.2 0.0 0.0 0.25
H -2.3487 -2.4260 -4.5838 0.1 -0.1 0.0 0.49
H 2.6522 2.4187 -3.7925 -0.3 -0.1 -0.1 0.22
O -1.8822 -2.1882 -3.7749 -0.4 0.9 -0.4 -0.97
H -2.5267 2.7100 0.2335 -0.3 -0.3 0.0 0.24
C 3.7606 -0.3525 0.7974 -0.1 -0.1 0.2 -0.94

---

170
Properties=species:S:1:pos:R:3:forces:R:3:lowdin_charge:R:1 method="wB97M-V/def2-TZVPD" smiles=COC[C@H](C)N.COC[C@H](C)N.COC[C@H](C)N.COC[C@H](C)N.COC[C@H](C)N.COC[C@H](C)N.COC[C@H](C)N.COC[C@H](C)N.COC[C@H](C)N.COC[C@H](C)N de_lowest_kcal_mol=105.4
H 14.1460 -14.8390 10.3543 -0.4 0.0 -0.8 0.06
H 13.1168 -14.2891 15.1889 0.3 0.6 -0.1 0.11
H 8.3733 -12.5746 13.4522 -0.4 0.6 0.3 0.09
H 12.4142 -6.2761 9.2120 0.3 0.2 0.7 0.02
H 15.4609 -15.2065 11.2567 0.8 -0.5 -0.1 0.07
N 14.8275 -16.3311 8.0259 0.4 -0.6 0.8 0.04
C 12.2371 -10.6885 10.2086 -1.6 -0.7 1.5 -0.37
H 10.9803 -4.2888 6.9683 -0.4 0.1 -0.1 0.12
H 16.7545 -5.6502 11.4688 0.1 -0.6 -0.2 0.07
H 13.3357 -9.6553 6.6331 -0.2 0.0 0.2 0.09
H 9.2986 -7.3552 9.0790 0.3 0.0 0.2 0.07
H 3.9659 -8.2406 4.4673 -0.1 -0.3 -0.1 0.06
H 13.3101 -14.7624 12.6314 0.1 0.7 0.1 0.10
C 16.4285 -6.0080 12.4454 -1.6 0.3 0.7 -0.06
C 12.9732 -14.0243 6.4376 -1.0 -1.1 -0.6 -0.41
H 15.7700 -14.4386 9.6708 -0.2 0.3 0.3 0.07
H 10.8521 -16.5092 12.9918 0.1 -0.1 0.1 0.07
C 12.5938 -10.4059 6.3607 0.6 0.2 -1.5 -0.12
C 6.7338 -9.0329 4.1352 -1.9 0.8 -1.6 -0.17
C 15.1166 -6.8509 12.3855 0.9 0.9 -2.1 -0.39
C 11.9574 -6.6040 6.1748 -0.4 1.5 0.0 -0.06
H 11.6066 -10.2069 6.7776 0.0 -0.4 0.9 0.08
H 4.8942 -6.8885 3.9235 0.0 0.1 -0.4 0.07
H 3.7377 -7.7242 2.7933 0.0 0.3 0.1 0.07
O 16.9044 -12.1282 13.4272 0.5 0.1 0.5 -0.19
H 6.9652 -13.2194 8.5195 -0.1 0.0 0.1 0.08
H 13.3076 -14.8069 8.2330 -0.3 -0.9 0.0 0.01
N 5.1305 -12.8173 10.4239 -0.6 -0.7 0.7 0.04
C 11.6000 -6.0654 11.9236 -1.0 -0.4 1.2 -0.10
H 14.3167 -16.2266 14.2857 0.0 0.5 0.5 0.06
H 10.5983 -12.8440 15.7099 0.0 -0.2 0.0 0.09
C 5.5632 -8.8117 3.1001 -0.4 0.9 0.8 -0.42
H 4.8233 -12.5982 11.3608 -1.0 0.4 0.2 0.06
N 4.9165 -10.0779 2.7918 0.4 -0.4 0.5 0.02
H 13.4038 -12.4425 10.6682 0.0 0.1 0.2 0.05
H 11.8790 -16.3410 11.5611 0.0 0.1 0.0 0.06
C 12.6920 -15.3277 13.3289 0.0 -0.7 -0.7 -0.40
H 9.7919 -11.8253 12.6443 0.2 -0.9 0.0 0.06
C 7.9749 -8.0357 5.7202 1.9 1.0 1.4 -0.17
N 15.6686 -10.8917 10.1224 -1.2 -0.4 0.0 0.04
C 15.1719 -15.1761 10.2061 -0.3 -0.3 0.0 -0.06
H 11.2676 -15.1868 5.6230 -0.1 0.1 0.1 0.07
H 16.1183 -9.9950 10.2404 0.4 0.0 0.3 0.05
H 12.6587 -8.9667 10.6715 0.9 1.3 0.4 0.05
C 12.3999 -12.0760 10.8828 -1.4 0.2 -0.6 -0.04
H 16.7290 -10.2252 12.5301 0.9 -0.4 -0.3 0.11
H 17.6124 -13.3942 11.0118 0.4 -0.1 0.0 0.06
H 6.3937 -10.5232 11.2269 -0.5 -0.2 -0.3 0.12
H 13.0200 -13.3202 8.3028 -0.3 0.8 0.1 0.04
O 8.1496 -11.2384 11.7397 -0.1 -0.4 1.4 -0.21
O 12.7880 -6.7967 12.1337 -1.3 -0.4 -0.6 -0.19
H 16.7531 -13.8652 14.3386 -0.5 -0.2 0.2 0.10
H 11.0636 -7.1507 6.4755 0.2 -0.4 -0.1 0.06
C 11.2973 -12.3642 15.0249 0.2 0.2 -0.9 -0.10
H 12.2051 -11.9850 11.9514 0.4 0.0 0.1 0.06
C 10.8071 -10.0148 10.2350 0.7 -1.8 -1.2 -0.15
H 12.6974 -9.7993 11.9950 -0.2 -0.5 0.3 0.09
H 14.7543 -19.4397 12.9551 0.2 1.0 0.2 0.09
H 14.6229 -18.4872 9.3803 -0.1 -0.8 0.7 0.12
C 11.4954 -15.8235 12.4404 0.5 0.4 1.1 -0.03
H 6.5484 -4.7157 7.0885 -0.1 -0.1 1.2 0.07
C 3.9828 -8.1273 8.6281 1.1 -0.9 0.7 -0.40
H 13.3556 -5.2821 6.8142 0.1 0.9 0.6 0.13
H 4.7444 -10.0761 9.3239 0.1 0.0 -0.1 0.06
O 5.4442 -6.4049 7.8135 0.2 0.9 -1.3 -0.16
O 13.1926 -11.6716 6.5308 -0.6 0.2 0.5 -0.18
H 11.3888 -12.6653 6.1709 -0.3 0.4 0.2 0.13
H 2.7486 -9.4706 9.3425 -0.4 -0.2 0.1 0.06
O 10.7664 -8.7629 9.4918 -0.7 -1.1 0.3 -0.19
H 12.7229 -15.2152 4.6165 0.0 -0.1 -0.1 0.06
N 15.3745 -7.9052 11.4023 -0.2 -0.3 0.6 0.04
H 11.4239 -5.4676 12.8179 0.2 0.8 -0.1 0.09
H 9.1186 -4.1669 8.1711 -0.7 0.7 -0.1 0.08
C 14.5277 -17.6879 10.1153 0.5 2.3 -0.5 -0.17
H 6.3071 -11.7341 12.5259 -0.2 -0.1 0.2 0.12
C 5.1176 -9.1764 8.8346 0.3 0.8 -0.2 -0.06
C 16.0618 -13.1941 13.8287 0.8 0.0 -0.7 -0.10
H 13.9084 -16.9219 12.9678 -0.2 -0.3 -0.4 0.02
O 11.7060 -13.2294 13.9520 0.2 -0.6 1.9 -0.22
H 15.5307 -15.7678 7.5696 0.0 0.7 -0.1 0.08
H 11.9173 -3.8676 8.3714 0.5 0.1 0.1 0.13
H 12.5376 -10.7892 9.1657 0.5 0.5 0.0 0.13
N 13.0389 -9.8247 11.0448 0.5 1.5 -1.3 0.02
H 12.4910 -12.6978 4.8202 0.3 0.5 -0.3 0.12
H 15.6352 -13.6937 12.9589 0.1 -0.3 -0.1 0.05
H 5.6235 -10.7415 2.5091 -0.1 -0.3 -0.2 0.07
H 10.8088 -11.4982 14.5781 -0.1 -0.1 0.0 0.07
C 12.4468 -12.6837 5.9092 0.1 -1.7 0.5 -0.23
C 16.2752 -11.2159 12.5569 -1.1 -0.8 -0.4 -0.18
C 6.5544 -12.6423 10.5691 0.6 0.9 0.0 -0.46
H 15.1975 -12.9196 14.4335 0.1 0.4 0.4 0.08
C 5.7518 -5.4035 6.8047 0.5 0.0 -0.1 -0.08
C 15.3137 -16.5006 9.4314 -0.4 0.5 1.1 -0.37
H 8.6020 -5.0608 9.5290 0.7 -0.7 0.4 0.10
C 12.3558 -15.2464 5.6424 0.3 1.2 0.4 -0.06
H 13.5156 -19.5064 11.7700 -0.2 0.5 -0.4 0.09
H 2.7989 -9.4913 7.7535 -0.2 -0.3 -0.3 0.07
H 12.7279 -7.1557 5.6363 0.0 -0.6 0.7 0.08
C 12.5060 -5.7280 7.3313 -0.1 -2.1 -0.3 -0.37
C 6.7689 -11.4874 11.5699 1.2 -0.1 -0.8 -0.20
O 10.5504 -5.3059 8.7224 1.4 -3.0 0.2 -0.24
H 10.8735 -14.9800 12.1408 0.2 0.1 -0.2 0.06
H 16.3917 -16.6461 9.3617 0.1 -0.8 0.5 0.13
C 7.2045 -12.4228 9.2239 0.7 0.3 -0.1 -0.04
H 9.8017 -3.7087 9.7091 -0.2 0.1 0.5 0.09
H 17.3244 -12.5703 9.4695 0.0 0.3 0.1 0.07
H 15.3567 -12.6725 11.1814 -0.1 0.2 -0.1 0.08
O 7.1880 -7.7955 4.6280 -0.9 0.1 -0.5 -0.18
H 6.9309 -11.4691 8.7726 -0.4 0.0 0.1 0.06
H 12.6228 -16.2105 6.0751 0.2 0.2 0.2 0.06
H 7.5231 -8.4781 6.6081 -0.6 -0.7 -0.3 0.07
H 12.6096 -7.5201 8.3975 0.1 -0.4 -0.7 0.04
H 13.9543 -5.7451 10.8483 0.3 0.2 -0.1 0.11
H 15.0438 -17.2141 7.5857 -0.4 -0.5 -0.3 0.07
H 14.4952 -8.3712 11.2297 0.0 -0.5 0.0 0.01
H 8.2894 -12.3744 9.3182 0.1 -0.2 0.1 0.07
H 6.2273 -5.7535 5.8885 -0.5 -1.1 -0.2 0.06
H 10.1997 -10.7879 9.7642 -0.8 0.4 -0.1 0.11
H 5.9425 -8.3651 2.1809 0.6 0.2 0.0 0.13
H 8.6211 -8.8588 9.6303 0.3 -0.4 0.3 0.08
H 13.9061 -5.1293 12.5448 -0.4 0.5 0.0 0.12
C 9.4327 -8.4362 9.0380 0.1 0.6 0.2 -0.07
N 2.7000 -8.8624 8.5376 0.5 1.0 -0.4 0.04
C 9.4822 -4.5667 9.1177 -0.9 2.3 -1.5 -0.13
H 15.1846 -19.9366 11.3821 -0.1 -0.2 -0.3 0.08
H 15.3541 -10.9620 13.0814 -0.9 0.0 -0.6 0.11
N 12.9928 -6.5868 8.4446 -0.3 0.8 0.2 0.07
H 11.6915 -12.8340 10.5486 -0.1 0.0 -0.4 0.08
H 12.1584 -11.9794 15.5714 0.2 -0.2 0.2 0.09
H 5.5529 -9.4109 7.8632 -0.1 -0.4 -0.1 0.06
C 14.5573 -19.2160 11.9067 0.6 -0.8 -0.2 -0.11
H 15.5714 -7.4330 10.5314 0.2 0.1 -0.3 0.07
C 8.8115 -12.2790 12.4990 -0.2 0.9 -1.3 -0.07
H 3.4834 -6.7163 7.0595 -0.3 1.0 0.7 0.12
H 14.0481 -14.0628 6.2615 0.3 0.2 0.0 0.12
H 6.3429 -9.5928 4.9847 0.1 -0.6 -0.2 0.13
H 8.8868 -8.5617 5.4374 0.1 -0.5 0.1 0.09
H 4.2638 -9.9725 2.0283 0.0 0.0 -0.1 0.07
C 4.4723 -7.8368 3.5907 0.6 -0.5 0.4 -0.06
H 4.9188 -4.7655 6.5094 -0.5 -0.3 0.3 0.09
C 4.3591 -7.2349 7.4498 -1.3 -0.4 -0.3 -0.23
H 17.2010 -6.5464 12.9945 0.1 0.2 -0.2 0.07
H 13.4984 -17.3381 10.1951 -0.3 -0.2 -0.6 0.11
N 12.6366 -14.1467 7.8669 0.6 0.3 -0.3 0.06
H 4.5010 -7.8583 6.5670 1.1 -0.4 -0.1 0.10
H 11.5075 -5.4845 11.0060 0.5 0.0 -0.1 0.07
H 10.7254 -6.7142 11.9715 0.2 -0.6 -0.4 0.09
C 13.9064 -6.0112 11.9042 1.5 -0.1 1.2 -0.23
H 14.7002 -10.6946 10.3309 -0.1 0.5 -0.2 0.00
H 8.3445 -7.1062 6.1532 -0.1 0.5 -0.4 0.08
N 13.4851 -16.5024 13.7832 -0.5 0.3 0.1 0.06
H 16.1535 -5.0768 12.9406 0.4 0.1 0.5 0.06
C 11.4725 -4.7116 7.8441 0.2 0.5 -0.3 -0.18
H 8.7495 -13.1752 11.8817 0.9 -0.2 0.1 0.08
H 3.9572 -7.5286 9.5387 -0.2 0.3 -0.1 0.13
H 6.9476 -13.5546 11.0176 0.5 0.0 0.1 0.12
H 9.2224 -8.6789 7.9964 0.5 -0.6 -0.1 0.06
C 17.4189 -12.4279 10.5460 -0.8 -0.4 1.6 -0.06
C 16.0804 -11.8590 11.1315 1.8 0.9 -0.5 -0.40
H 5.0650 -13.8226 10.4953 -0.8 -0.4 -0.7 0.08
H 10.5283 -9.8886 11.2812 -0.3 0.2 0.0 0.12
H 18.2198 -11.7478 10.8362 0.2 0.0 -0.4 0.08
H 7.5222 -9.4952 3.5411 0.3 -0.6 0.5 0.13
O 14.9277 -17.9052 11.4720 0.1 -0.9 -0.4 -0.21
H 5.9568 -8.7789 9.4055 0.0 0.1 0.2 0.06
H 14.8257 -7.2524 13.3562 0.3 -0.2 0.0 0.14
H 12.4039 -10.3291 5.2901 0.1 0.5 -0.4 0.08
C 12.2729 -14.4372 14.5151 -0.3 -0.7 -1.6 -0.18
H 11.6608 -5.8823 5.4136 -0.4 0.1 -0.2 0.07
H 11.5562 -15.0144 15.0993 -0.5 0.2 0.1 0.12

---

13
Properties=species:S:1:pos:R:3:forces:R:3:nbo_charge:R:1 method="wB97M-V/def2-TZVPD" smiles=C[C@H](S)CO de_lowest_kcal_mol=30.9
H 0.1473 1.0231 1.5718 -0.5 -0.3 1.0 0.22
C -0.4327 0.2483 -0.3706 0.7 0.8 -1.3 -0.35
H 1.6036 -0.2428 -0.9322 1.8 1.2 0.0 0.19
H 1.1281 1.5818 0.3767 1.2 -0.4 -0.6 0.21
H 0.3235 -2.3599 0.1761 -0.1 -0.5 0.6 0.46
C 0.6980 -0.7060 -0.7575 -2.5 -4.5 2.2 -0.07
H 0.5150 -1.3782 -1.7372 0.0 1.3 2.4 0.18
C 0.1025 1.3629 0.5673 0.2 -0.5 -0.8 -0.63
H -0.5630 0.5685 -1.4056 -0.9 1.2 0.1 0.22
S -2.1039 -0.4199 0.0757 0.9 0.1 -0.3 -0.04
H -2.0029 -0.4169 1.4152 0.3 0.0 -0.1 0.13
H -0.2535 2.3725 0.4898 -1.4 0.1 0.0 0.22
O 0.8381 -1.6333 0.5304 0.4 1.4 -3.1 -0.75

---

no.,HOMO (eV),LUMO energy (eV),molar mass (g/mol)
1,-8.6702,0.25,148.25
2,-9.1148,0.46,409.67
3,-9.9150,-0.88,129.14
4,-9.8305,0.48,100.09
5,-10.7476,0.47,116.07
6,-9.4726,-4.26,414.47
7,-7.9373,0.58,891.38
8,-9.2546,0.82,92.16